1.
Below is a cluster of 2 separate species, C15H13N4 in total, with properties calculated with ωB97M-V/def2-TZVPD.

Geometry as XYZ:
```
32
C15H13N4 (ωB97M-V/def2-TZVPD)
C 0.4353 -0.3608 1.6938
C 1.4530 0.5011 1.9642
C 2.8085 0.0867 1.8276
N 3.9061 -0.2887 1.7057
C 1.2355 1.8478 2.3808
N 1.0687 2.9632 2.6991
C -0.9621 0.0166 1.8362
C -1.4438 1.2237 1.2753
C -2.7746 1.6021 1.4462
C -3.6470 0.7916 2.1849
C -3.1842 -0.4131 2.7420
C -1.8656 -0.8121 2.5431
H 0.6954 -1.3881 1.4285
H -0.7543 1.8642 0.7220
H -3.1260 2.5498 1.0270
H -4.6893 1.0938 2.3261
H -3.8538 -1.0307 3.3476
H -1.4752 -1.7296 2.9979
C 0.1622 -2.7517 -1.5230
C 0.7363 -1.4412 -1.8423
N 0.9799 -1.0862 -3.1451
C 1.5189 0.1537 -3.0994
C 1.9209 0.9293 -4.3021
C 1.6062 0.5445 -1.7168
N 1.0983 -0.4613 -0.9608
H 0.0688 -2.9037 -0.4450
H -0.8278 -2.8356 -1.9887
H 0.8101 -3.5302 -1.9457
H 2.3578 1.8850 -3.9842
H 2.6628 0.3699 -4.8926
H 1.0457 1.1284 -4.9397
H 2.0332 1.4813 -1.3626
```

Its net charge is -1. The LUMO energy comes out at 2.235 eV. Its energy above the lowest of the compared OMol25 structures with the same formula, charge and spin is 0.4 kcal per mole. The calculation puts the total energy at -21726.335 eV.

Population analysis type natural (NBO), resulting atomic charges in e: atom 1 (C): 0.0609, atom 2 (C): -0.3398, atom 3 (C): 0.3078, atom 4 (N): -0.3174, atom 5 (C): 0.2991, atom 6 (N): -0.3406, atom 7 (C): -0.1250, atom 8 (C): -0.0930, atom 9 (C): -0.2346, atom 10 (C): -0.2056, atom 11 (C): -0.2278, atom 12 (C): -0.1739, atom 13 (H): 0.2562, atom 14 (H): 0.2281, atom 15 (H): 0.2148, atom 16 (H): 0.2075, atom 17 (H): 0.2091, atom 18 (H): 0.2103, atom 19 (C): -0.6291, atom 20 (C): 0.2424, atom 21 (N): -0.5617, atom 22 (C): 0.0493, atom 23 (C): -0.6233, atom 24 (C): -0.1840, atom 25 (N): -0.5867, atom 26 (H): 0.1897, atom 27 (H): 0.2029, atom 28 (H): 0.2068, atom 29 (H): 0.1968, atom 30 (H): 0.1961, atom 31 (H): 0.1943, atom 32 (H): 0.1706

2.
Below is a structure of composition C30H28BrFN4O7ReS, with properties calculated with ωB97M-V/def2-TZVPD.

Geometry as XYZ:
```
73
C30H28BrFN4O7ReS (ωB97M-V/def2-TZVPD)
Re -0.4407 0.2257 -0.0837
O -1.0679 -2.4053 -4.9469
C -2.3032 -2.1912 -4.4082
C -3.3874 -2.6219 -5.1642
C -4.6725 -2.4637 -4.6849
C -4.8998 -1.8752 -3.4444
C -3.8274 -1.4475 -2.6903
C -2.5205 -1.5922 -3.1649
C -1.3540 -1.1830 -2.3218
O -1.7851 -0.4894 -1.0768
N -0.4583 -0.2997 -3.0234
N 0.2250 0.4800 -2.0838
C 0.9127 1.4880 -2.5064
C 1.2580 2.5686 -1.6348
Br 0.1769 2.6065 -0.0261
C 2.0781 3.6080 -1.8801
C 2.9860 3.7212 -2.9989
C 3.3051 5.0074 -3.4551
C 4.1156 5.1667 -4.5635
C 4.6420 4.0502 -5.2011
C 4.3666 2.7700 -4.7321
C 3.5413 2.6024 -3.6374
H -0.3726 -2.0039 -4.4155
H -3.1924 -3.0838 -6.1225
H -5.5065 -2.8072 -5.2820
H -5.9062 -1.7596 -3.0682
H -3.9931 -1.0030 -1.7188
H -0.7931 -2.0417 -1.9408
H -0.9744 0.2993 -3.6647
H 1.1220 1.5915 -3.5692
H 2.0488 4.4490 -1.1922
H 2.9007 5.8753 -2.9486
H 4.3478 6.1587 -4.9251
H 5.2894 4.1796 -6.0583
H 4.8116 1.9087 -5.2112
H 3.3760 1.6087 -3.2376
C 3.9055 1.1619 5.9717
C 3.1582 0.4128 4.9108
C 1.8800 -0.0828 5.1516
C 1.2078 -0.8045 4.1814
C 1.8301 -1.0328 2.9589
C 3.1093 -0.5360 2.6814
C 3.7560 0.1829 3.6599
S 0.9152 -1.9565 1.8097
C 2.0619 -3.1774 1.2198
O 0.8981 -1.0269 0.4525
H 3.2347 1.5407 6.7395
H 4.4676 1.9930 5.5478
H 4.6238 0.4960 6.4552
H 1.3913 0.0934 6.1015
H 0.2115 -1.1717 4.3778
H 3.5837 -0.7008 1.7218
H 4.7472 0.5736 3.4670
H 2.9680 -2.6956 0.8608
H 1.5755 -3.7464 0.4298
H 2.2752 -3.8256 2.0701
F -5.6555 -2.2280 1.0310
C -4.7609 -2.0360 1.9936
C -4.3070 -0.8202 2.2884
N -3.3718 -0.6071 3.2903
C -2.7843 0.7029 3.4547
C -1.6765 1.0144 2.4674
O -1.2353 2.1307 2.3444
O -1.2680 -0.0207 1.7145
C -2.8693 -1.6444 4.0399
O -2.0023 -1.4876 4.8837
N -3.3754 -2.8823 3.7261
C -4.2918 -3.2211 2.7185
O -4.6129 -4.3572 2.5074
H -4.6586 0.0520 1.7545
H -2.3724 0.7946 4.4582
H -3.5559 1.4638 3.3404
H -3.0512 -3.6484 4.3011
```

The spin multiplicity is 2. Its net charge is +2. The LUMO energy (spin up / spin down) comes out at -7.039 / -7.523 eV. Its energy above the lowest of the compared OMol25 structures with the same formula, charge and spin is 8.3 kcal per mole. The calculation puts the total energy at -137566.921 eV.

Population analysis type Löwdin, resulting atomic charges in e: atom 1 (Re): 1.4310, atom 2 (O): 0.0781, atom 3 (C): -0.2615, atom 4 (C): 0.0111, atom 5 (C): -0.0422, atom 6 (C): -0.0596, atom 7 (C): -0.0246, atom 8 (C): -0.1243, atom 9 (C): -0.2966, atom 10 (O): -0.2651, atom 11 (N): 0.0349, atom 12 (N): -0.1538, atom 13 (C): -0.1338, atom 14 (C): -0.5137, atom 15 (Br): 1.0722, atom 16 (C): -0.0354, atom 17 (C): -0.2199, atom 18 (C): -0.0072, atom 19 (C): -0.0378, atom 20 (C): -0.0306, atom 21 (C): -0.0450, atom 22 (C): -0.0365, atom 23 (H): 0.0818, atom 24 (H): 0.1317, atom 25 (H): 0.1198, atom 26 (H): 0.1141, atom 27 (H): 0.1067, atom 28 (H): 0.1589, atom 29 (H): 0.1659, atom 30 (H): 0.1557, atom 31 (H): 0.1294, atom 32 (H): 0.1257, atom 33 (H): 0.1218, atom 34 (H): 0.1223, atom 35 (H): 0.1186, atom 36 (H): 0.1130, atom 37 (C): -0.0216, atom 38 (C): -0.2236, atom 39 (C): 0.0063, atom 40 (C): -0.0519, atom 41 (C): -0.4300, atom 42 (C): -0.0551, atom 43 (C): -0.0072, atom 44 (S): 1.1353, atom 45 (C): -0.1926, atom 46 (O): -0.6251, atom 47 (H): 0.0890, atom 48 (H): 0.0916, atom 49 (H): 0.1042, atom 50 (H): 0.1338, atom 51 (H): 0.0906, atom 52 (H): 0.1154, atom 53 (H): 0.1297, atom 54 (H): 0.0691, atom 55 (H): 0.0752, atom 56 (H): 0.0904, atom 57 (F): 0.1143, atom 58 (C): -0.1848, atom 59 (C): 0.0509, atom 60 (N): -0.0074, atom 61 (C): -0.0209, atom 62 (C): -0.5452, atom 63 (O): -0.0045, atom 64 (O): -0.2629, atom 65 (C): -0.4650, atom 66 (O): 0.0686, atom 67 (N): 0.2283, atom 68 (C): -0.3814, atom 69 (O): 0.1470, atom 70 (H): 0.1547, atom 71 (H): 0.1497, atom 72 (H): 0.1535, atom 73 (H): 0.1765

3.
Below is a cluster of 2 separate species, C7H6ClN3O2S in total, with properties calculated with ωB97M-V/def2-TZVPD.

Geometry as XYZ:
```
20
C7H6ClN3O2S (ωB97M-V/def2-TZVPD)
Cl 3.8269 -3.4536 0.4806
C 2.1616 -2.6403 0.4809
C 2.1298 -0.9893 0.7028
C 0.7075 -0.1262 0.6865
C -0.6650 -1.0317 0.4754
N -2.0658 -0.4546 0.4667
S -3.0283 -1.8971 0.2062
N -1.9939 -3.3224 0.0871
C -0.6337 -2.6798 0.2609
C 0.7886 -3.5485 0.2308
H 3.1378 -0.4174 0.8627
H 0.6486 1.0365 0.8101
H 0.7842 -4.7073 0.0476
C -1.3573 3.2159 -1.1232
N -0.1528 3.7780 -0.4548
O 0.3961 4.7444 -0.9968
O 0.2077 3.2333 0.5952
H -1.5582 3.7897 -2.0303
H -1.1429 2.1731 -1.3658
H -2.1910 3.2974 -0.4227
```

The structure (SMILES) is Clc1ccc2nsnc2c1.C[N+](=O)[O-]. The LUMO energy comes out at -1.795 eV. Its energy above the lowest of the compared OMol25 structures with the same formula, charge and spin is 267.6 kcal per mole. The calculation puts the total energy at -39267.010 eV.

Population analysis type natural (NBO), resulting atomic charges in e: atom 1 (Cl): -0.0016, atom 2 (C): -0.0369, atom 3 (C): -0.2252, atom 4 (C): -0.2091, atom 5 (C): 0.0874, atom 6 (N): -0.5567, atom 7 (S): 0.7887, atom 8 (N): -0.5379, atom 9 (C): 0.1021, atom 10 (C): -0.2259, atom 11 (H): 0.2556, atom 12 (H): 0.2823, atom 13 (H): 0.2690, atom 14 (C): -0.4845, atom 15 (N): 0.5260, atom 16 (O): -0.3552, atom 17 (O): -0.3954, atom 18 (H): 0.2338, atom 19 (H): 0.2419, atom 20 (H): 0.2416